Entry 1:
{"formula": "C18H33Cl6FO15", "method": "the ωB97M-V functional and the def2-TZVPD basis", "symbols": ["C", "O", "C", "O", "O", "C", "H", "H", "H", "H", "H", "H", "C", "O", "C", "O", "O", "C", "H", "H", "H", "H", "H", "H", "C", "O", "C", "O", "O", "C", "H", "H", "H", "H", "H", "H", "C", "O", "C", "O", "O", "C", "H", "H", "H", "H", "H", "H", "C", "C", "O", "C", "O", "O", "F", "H", "H", "H", "C", "Cl", "Cl", "H", "H", "C", "Cl", "Cl", "H", "H", "C", "Cl", "Cl", "H", "H"], "positions_angstrom": [[-8.985120, 9.428190, 11.190480], [-8.598050, 8.341350, 10.261980], [-7.975430, 8.743430, 9.136180], [-7.572640, 9.899020, 8.941680], [-7.881340, 7.589160, 8.294270], [-7.510970, 7.655450, 6.894430], [-8.094110, 9.976100, 11.497070], [-9.464220, 8.916420, 12.025140], [-9.708020, 10.129770, 10.774200], [-7.511160, 6.626820, 6.533850], [-6.439260, 7.833300, 6.805450], [-8.087380, 8.396940, 6.341210], [-8.797190, 1.298620, 12.677310], [-9.208500, 1.838320, 11.449890], [-9.012820, 1.253880, 10.304940], [-8.152900, 0.446020, 10.076580], [-9.941520, 1.740790, 9.328550], [-10.082080, 1.201350, 8.072410], [-8.947330, 2.168130, 13.317240], [-7.740010, 1.063240, 12.554570], [-9.418550, 0.425340, 12.875810], [-11.155980, 1.191680, 7.886020], [-9.753310, 0.164920, 7.996030], [-9.680570, 1.793950, 7.250390], [-16.358610, 1.735500, 7.107290], [-14.970380, 1.862330, 7.270030], [-14.181370, 2.388560, 6.327560], [-14.524780, 2.694210, 5.226840], [-12.952610, 2.574290, 6.669500], [-11.985370, 3.303510, 6.003700], [-16.596970, 1.069000, 6.278400], [-16.901960, 2.614670, 6.760980], [-16.806730, 1.326780, 8.012960], [-11.146110, 3.556250, 6.651670], [-12.378420, 4.257040, 5.651010], [-11.688360, 2.631130, 5.198850], [-4.648980, 0.633360, 3.763430], [-4.312660, -0.542620, 4.504390], [-3.176280, -0.603180, 5.241830], [-2.434380, 0.366350, 5.346720], [-2.893800, -1.825440, 5.725280], [-1.566780, -1.886470, 6.368860], [-5.143070, 1.413880, 4.342030], [-5.366570, 0.379790, 2.983140], [-3.717880, 1.003700, 3.334470], [-0.727260, -1.473600, 5.809530], [-1.276350, -2.881070, 6.707270], [-1.572240, -1.269440, 7.267380], [-3.476510, 1.179230, 8.540420], [-4.492920, 1.553900, 9.611800], [-3.899720, 2.664220, 10.186440], [-2.518410, 2.535160, 10.015260], [-1.812950, 3.219460, 10.709240], [-2.253520, 1.424100, 9.313730], [-4.810020, 0.610470, 10.466330], [-3.627360, 1.807370, 7.662470], [-3.536170, 0.164090, 8.147940], [-5.367520, 1.866050, 9.041070], [-9.200220, 4.275340, 0.969030], [-9.012400, 3.214720, 2.466100], [-7.776670, 4.194330, -0.051800], [-10.082300, 4.111890, 0.349910], [-9.269650, 5.271010, 1.407130], [-7.258890, 2.888670, 5.379630], [-6.541910, 2.168080, 6.751180], [-8.569680, 4.062950, 5.779480], [-6.441100, 3.439050, 4.914440], [-7.622100, 2.120520, 4.696910], [-2.581130, 4.619390, 5.890570], [-4.311450, 5.140560, 5.762010], [-1.957180, 3.731330, 4.488450], [-2.023250, 5.552130, 5.973440], [-2.491560, 3.924550, 6.725600]], "forces_ev_per_a": [[0.43, -0.60, -0.24], [-0.19, 0.80, -0.48], [0.76, 1.03, -1.05], [-1.03, -3.49, -0.19], [-0.48, 1.83, 1.38], [1.23, 0.20, 1.00], [-0.11, -0.13, 0.02], [0.28, -0.02, -0.09], [0.16, -0.22, -0.45], [-1.06, 0.09, -0.02], [0.06, 0.84, 0.13], [-0.04, -0.33, -0.01], [1.09, -0.08, 0.43], [-2.31, 1.20, -3.42], [0.89, -0.57, 1.44], [-0.89, 0.35, -1.15], [1.13, 0.58, 0.71], [-0.02, -2.09, 0.36], [0.06, -0.66, 0.51], [-0.03, -0.24, 0.60], [0.17, 0.13, 0.40], [-0.84, 0.55, -0.16], [0.43, 0.13, 0.20], [0.34, 0.89, -0.05], [-1.47, -0.51, -1.58], [2.08, 0.38, 1.04], [-2.09, 0.43, -1.65], [-1.23, 0.21, -1.22], [1.23, -1.34, 4.92], [0.06, 0.35, -1.63], [0.31, -0.52, 0.09], [0.54, 0.64, 0.57], [0.45, 0.24, 0.02], [-0.29, -0.43, 0.30], [-0.09, -0.17, -0.36], [0.55, 0.69, -0.46], [0.80, 0.24, -0.18], [-0.32, -1.60, 1.10], [1.21, 1.91, -1.15], [-0.93, -1.03, 0.35], [0.42, 0.34, -0.18], [0.17, 0.72, 0.86], [0.40, -0.11, 0.51], [0.28, -0.54, 0.05], [-0.26, 0.34, -0.10], [-0.56, -0.06, -0.73], [-0.87, -0.24, -0.55], [-0.33, 0.06, 0.05], [0.17, -0.89, 1.01], [-0.35, 1.55, -3.60], [0.25, -0.24, -0.23], [0.12, 0.59, 3.72], [-0.19, -1.00, -2.08], [-0.14, 0.74, -1.73], [-0.16, -1.28, 1.49], [0.56, 0.48, 0.17], [0.33, -0.14, 0.59], [-0.56, 0.15, 0.67], [0.33, 0.60, 0.79], [-0.50, 0.30, -1.22], [-0.04, -0.08, 0.04], [0.07, -0.71, 0.51], [0.11, -0.13, -0.21], [-0.10, 0.96, -1.26], [0.13, -0.80, 1.39], [0.51, -0.66, 0.01], [-0.38, 0.20, -0.21], [-0.21, 0.21, 0.19], [-0.09, -0.01, -0.28], [0.45, -0.39, -0.08], [-0.37, 0.26, 0.06], [0.00, -0.39, 0.25], [-0.04, 0.51, 0.03]], "mulliken_charge": [-0.613, -0.275, 0.622, -0.544, -0.180, -0.276, 0.297, 0.215, 0.297, -0.150, 0.286, 0.321, -0.623, -0.289, 0.803, -0.364, -0.033, -0.206, 0.232, 0.338, 0.318, 0.258, 0.373, 0.015, -0.656, -0.320, 0.705, -0.538, -0.207, -0.563, 0.306, 0.308, 0.247, 0.003, 0.409, 0.370, -0.354, -0.358, 0.866, -0.527, -0.344, -0.512, -0.033, 0.268, 0.313, 0.276, 0.298, 0.155, -0.250, 1.311, -0.358, 0.581, -0.527, -0.309, -0.320, 0.092, 0.221, -0.428, -0.340, -0.112, -0.126, 0.329, 0.249, -0.854, -0.010, -0.094, 0.523, 0.485, -0.069, -0.095, -0.124, 0.377, -0.085], "e_lumo_ev": [-2.719, -10.162], "gap_ev": [9.749, 2.303], "total_charge": 1, "s2": 0.761, "e_homo_ev": [-12.5, -12.5], "multiplicity": 2}



Entry 2:
{"formula": "C18H33FN4O9P3S", "method": "the ωB97M-V functional and the def2-TZVPD basis", "symbols": ["C", "C", "P", "C", "C", "N", "C", "N", "O", "C", "C", "C", "C", "C", "C", "P", "O", "O", "O", "N", "C", "P", "O", "S", "O", "O", "F", "H", "H", "H", "H", "H", "H", "H", "H", "H", "H", "H", "H", "H", "H", "H", "H", "H", "H", "H", "H", "H", "H", "H", "H", "H", "H", "H", "H", "C", "C", "C", "C", "C", "C", "N", "O", "O", "H", "H", "H", "H", "H"], "positions_angstrom": [[0.879344, -5.124225, 0.838608], [2.205062, -4.736947, 1.520085], [3.640634, -4.392144, 0.393593], [3.196581, -5.260360, -1.153820], [3.366288, -2.558790, 0.105317], [1.996582, -2.316602, -0.575036], [2.080676, -1.021809, -1.021568], [1.014515, -0.291385, -1.283625], [-0.212847, -0.890442, -1.086184], [-0.652394, -0.861989, 0.303929], [-2.158714, -0.678512, 0.418965], [-2.838145, -2.054293, 0.370335], [-2.512757, 0.020545, 1.746561], [-2.518426, 1.560944, 1.626088], [-1.637385, -0.428593, 2.925543], [1.079821, 1.340684, -1.852034], [2.411898, 1.725520, -2.271186], [0.015515, 1.306897, -3.028201], [0.480465, 2.188722, -0.664917], [3.365282, -0.589501, -1.176344], [4.219696, -1.758947, -0.879129], [5.870880, -1.298602, -0.165685], [5.665238, -0.195764, 0.790341], [4.518669, -2.518288, -2.497499], [5.582047, -3.439663, -2.321726], [3.318904, -2.864108, -3.157074], [5.091873, -1.265867, -3.198168], [0.058034, -4.889600, 1.512363], [0.705528, -4.564709, -0.077573], [0.849344, -6.178124, 0.585039], [2.503019, -5.493352, 2.235862], [2.018435, -3.805014, 2.058258], [2.804921, -6.235345, -0.878920], [4.053516, -5.357702, -1.804903], [2.388520, -4.742456, -1.667334], [3.270710, -2.025818, 1.049710], [1.303664, -2.304194, 0.173271], [-0.420487, -1.843039, 0.729046], [-0.075898, -0.139273, 0.879916], [-2.522235, -0.102472, -0.431749], [-2.751798, -2.522516, -0.607771], [-3.889033, -1.973556, 0.630415], [-2.383711, -2.714422, 1.109572], [-3.536691, -0.260359, 1.979665], [-1.899346, 1.898646, 0.801085], [-3.542851, 1.887712, 1.471621], [-2.151471, 1.986713, 2.554426], [-2.194994, -0.396061, 3.856228], [-0.789240, 0.246064, 3.043588], [-1.239259, -1.437965, 2.825028], [-0.270274, 2.211817, -3.204599], [-0.305008, 2.681410, -0.943498], [3.645957, 0.188138, -0.570458], [6.714481, -0.975742, -1.236219], [6.322222, -2.515782, 0.361517], [-5.429689, 7.132104, -0.831877], [-5.242365, 7.118683, 0.543791], [-4.208553, 6.382562, 1.097080], [-3.374543, 5.670799, 0.254239], [-3.547587, 5.667503, -1.118127], [-4.585506, 6.404919, -1.660902], [-2.267883, 4.906512, 0.841014], [-2.148173, 4.909701, 2.040917], [-1.518035, 4.302344, 0.089003], [-6.235442, 7.712706, -1.259991], [-5.900795, 7.684937, 1.186940], [-4.056489, 6.367877, 2.165718], [-2.885916, 5.103917, -1.757198], [-4.734381, 6.415953, -2.731363]], "forces_ev_per_a": [[0.18, 0.20, 0.17], [-0.57, 0.53, -0.82], [1.24, -0.34, 0.86], [-0.67, 0.65, 0.07], [-1.74, -1.21, -1.91], [0.41, 1.66, 1.22], [0.36, -0.77, 0.03], [0.12, 0.24, 0.13], [-0.20, 0.29, -0.04], [0.18, -0.21, 0.32], [-0.27, -0.60, 0.18], [0.14, 0.10, -0.02], [-0.02, 0.39, 0.02], [-0.07, -0.76, 0.22], [0.15, 0.06, -0.10], [0.15, 0.85, -0.95], [0.38, -0.39, 0.48], [-0.15, -0.17, 0.88], [-0.27, -0.54, -0.41], [0.52, -0.35, 0.89], [0.03, 0.15, -0.41], [0.29, 0.55, 0.56], [-0.34, 0.17, 0.15], [-0.16, -0.73, 0.48], [0.28, 0.00, 0.01], [-0.20, 0.19, -0.17], [0.14, 0.27, -0.19], [-0.15, -0.24, 0.06], [0.00, 0.03, -0.11], [-0.08, -0.12, 0.01], [0.12, -0.02, 0.15], [0.25, -0.04, 0.36], [0.21, -0.20, 0.11], [0.12, -0.12, -0.05], [0.02, -0.04, -0.23], [0.72, -0.06, 0.27], [-0.49, -0.74, -0.58], [0.07, -0.10, 0.01], [-0.02, 0.40, -0.31], [0.07, 0.28, 0.02], [0.03, -0.06, -0.08], [-0.15, 0.03, -0.13], [0.01, -0.11, 0.05], [-0.09, -0.22, -0.04], [0.14, 0.15, 0.00], [-0.01, 0.30, -0.15], [0.00, 0.33, -0.01], [-0.06, 0.05, 0.09], [0.12, 0.00, 0.03], [-0.12, -0.15, 0.01], [-0.19, 0.03, -0.52], [-0.22, 0.33, 0.66], [-0.12, 0.54, -0.68], [-0.10, -0.29, -0.16], [-0.04, -0.12, -0.21], [0.01, -0.01, 0.01], [-0.01, -0.01, -0.10], [-0.07, 0.07, 0.18], [-0.08, 0.07, -0.09], [0.03, -0.04, -0.17], [-0.05, 0.04, 0.06], [-0.05, 0.02, 0.06], [0.02, -0.02, 0.18], [0.11, -0.13, -0.39], [-0.01, 0.00, 0.00], [0.00, 0.00, 0.02], [0.09, -0.05, -0.01], [0.06, -0.02, 0.07], [0.01, -0.01, -0.01]], "mulliken_charge": [-1.222, -0.519, 0.001, -1.236, -1.098, 0.104, 0.219, 0.509, -0.427, -0.291, 0.045, -1.781, 0.698, -1.195, -1.708, 0.676, -0.668, -0.450, -0.300, -0.620, 1.126, 0.433, -0.668, 1.130, -0.550, -0.545, -0.208, 0.342, 0.314, 0.395, 0.480, 0.308, 0.509, 0.366, 0.342, 0.706, -0.063, -0.120, 0.597, 0.435, 0.383, 0.473, 0.328, 0.604, -0.081, 0.376, 0.418, 0.434, 0.434, 0.312, 0.334, 0.163, 0.535, 0.112, 0.148, -0.449, -0.460, -0.414, 0.184, -0.245, -0.488, 0.965, -0.560, -0.613, 0.392, 0.388, 0.461, 0.424, 0.374], "e_lumo_ev": -3.058, "gap_ev": 8.623, "total_charge": 1, "e_homo_ev": -11.7, "multiplicity": 1}



Number 1: calculated total energy -4694.81385 hartree. Number 2: calculated total energy -3123.68734 hartree.